A structure of composition C30H52Cl2GaN3P at a distorted geometry, computed with ωB97M-V/def2-TZVPD.

The geometry in XYZ format:
```
89
Properties=species:S:1:pos:R:3:forces:R:3
P -1.6582 -4.2047 0.3794 0.4 0.1 0.0
C -1.3467 -4.9032 2.1085 -0.3 0.2 -0.5
C -1.9516 -6.2634 2.4699 0.2 -0.1 0.2
C -1.7552 -6.5382 3.9682 0.0 0.0 -0.1
C -0.2866 -6.4387 4.3967 0.0 0.0 -0.1
C 0.3491 -5.1129 3.9663 -0.1 0.1 -0.2
C 0.1455 -4.8390 2.4685 -0.1 0.0 0.1
C -0.7125 -5.2940 -0.8340 -0.4 0.3 0.4
C -0.7669 -6.8027 -0.6106 0.2 -0.1 -0.3
C -0.1016 -7.5216 -1.7942 0.0 0.0 0.1
C 1.3360 -7.0394 -2.0305 -0.1 0.0 0.1
C 1.4252 -5.5147 -2.1522 -0.1 0.1 0.2
C 0.7363 -4.7996 -0.9792 0.0 0.0 -0.1
C -3.4087 -4.7591 0.0704 0.2 -0.5 0.1
C -4.3473 -4.0853 1.0892 -0.1 0.0 -0.2
C -5.8149 -4.4610 0.8455 0.1 0.0 0.0
C -6.2550 -4.1761 -0.5940 0.2 0.0 0.0
C -5.3121 -4.8200 -1.6144 0.2 0.0 0.1
C -3.8410 -4.4484 -1.3744 -0.1 0.1 0.2
H -1.8645 -4.1338 2.7167 0.2 -0.2 0.0
H -1.4686 -7.0582 1.8848 -0.1 0.2 0.2
H -3.0229 -6.3010 2.2307 0.2 0.0 0.1
H -2.1561 -7.5288 4.2142 0.0 0.1 0.1
H -2.3410 -5.8000 4.5346 0.0 -0.1 0.0
H -0.2124 -6.5479 5.4847 0.0 -0.1 -0.1
H 0.2779 -7.2685 3.9504 -0.1 0.0 0.0
H -0.1099 -4.2907 4.5320 0.1 -0.1 0.0
H 1.4205 -5.1098 4.1950 -0.1 0.0 0.1
H 0.5546 -3.8509 2.2093 -0.1 -0.2 0.0
H 0.6997 -5.5921 1.8861 -0.1 0.1 0.1
H -1.2295 -5.0754 -1.7860 0.2 0.0 0.2
H -0.6971 -7.3299 -2.6983 0.0 0.0 0.1
H -1.8033 -7.1539 -0.4955 0.2 0.1 0.0
H -0.2306 -7.0599 0.3153 -0.1 0.1 -0.2
H -0.1132 -8.6040 -1.6192 0.0 0.0 -0.1
H 1.7366 -7.5069 -2.9376 0.0 0.0 0.1
H 1.9678 -7.3696 -1.1944 -0.1 0.0 0.0
H 2.4726 -5.1977 -2.2095 -0.1 0.0 -0.1
H 0.9364 -5.1980 -3.0841 0.1 0.0 0.1
H 0.7411 -3.7102 -1.1361 0.1 -0.3 0.1
H 1.2925 -5.0015 -0.0509 -0.1 0.1 -0.2
H -3.4273 -5.8570 0.2167 -0.3 0.3 -0.1
H -4.0704 -4.3536 2.1187 0.0 0.1 -0.2
H -4.2287 -2.9938 1.0070 0.0 -0.2 0.0
H -5.9447 -5.5316 1.0554 0.0 0.1 0.0
H -6.4483 -3.9142 1.5527 0.0 -0.1 -0.1
H -6.2685 -3.0906 -0.7547 0.0 -0.1 0.0
H -7.2762 -4.5388 -0.7502 0.0 0.1 0.0
H -5.5955 -4.5294 -2.6317 0.0 -0.1 0.1
H -5.4089 -5.9121 -1.5504 0.0 0.1 0.0
H -3.2132 -4.9934 -2.0928 -0.2 0.1 0.2
H -3.6871 -3.3754 -1.5702 0.0 -0.2 0.0
Ga -0.0344 0.1096 0.0554 2.4 0.6 -0.3
Cl -0.6776 -1.2729 -1.5356 -0.6 -0.1 -0.6
Cl -0.6899 -0.8436 1.9137 -0.5 -0.1 0.6
C 1.7865 0.7752 -0.1662 -0.8 0.0 0.5
H 1.9111 1.7722 -0.5984 -0.1 -0.1 -0.2
C 2.9507 0.0154 -0.0456 0.0 -0.1 0.0
C 4.1822 0.4434 -0.6641 0.0 -0.5 0.4
C 5.3216 -0.3344 -0.5800 -0.3 -0.2 0.3
C 5.3062 -1.5510 0.1348 0.4 -0.1 -0.1
C 4.1230 -1.9878 0.7592 0.0 0.3 -0.2
C 2.9641 -1.2326 0.6816 0.4 0.1 -0.3
H 4.1631 1.3838 -1.2182 0.1 -0.2 0.1
H 6.2391 -0.0053 -1.0738 -0.1 -0.1 0.1
H 4.1212 -2.9360 1.3136 0.0 0.3 -0.2
H 2.0389 -1.5555 1.1766 0.4 0.1 -0.2
H 6.2133 -2.1517 0.2035 -0.2 0.1 0.0
C -1.8835 3.3235 -2.4862 0.2 -0.2 0.0
N -1.3711 3.9178 -1.2589 -0.2 0.8 -0.3
C -1.5283 5.3662 -1.1774 -0.2 0.1 -0.2
C -0.8985 3.1088 -0.2690 0.1 -2.1 0.0
N -0.9930 1.7766 -0.4454 -1.0 1.9 -0.2
N -0.3809 3.5841 0.8842 -0.2 0.4 -0.3
C 0.1029 4.9296 1.1437 0.3 0.2 0.0
C -0.1029 2.6507 1.9618 0.1 -0.3 0.4
H -2.2193 4.1291 -3.1343 0.1 -0.1 0.0
H -2.7348 2.6612 -2.2930 0.0 0.1 0.0
H -1.1079 2.7498 -3.0038 -0.1 0.0 0.0
H -1.9241 5.6896 -0.2101 0.1 -0.1 -0.2
H -0.5913 5.9016 -1.3902 -0.3 -0.1 0.0
H -2.2401 5.6702 -1.9545 0.1 -0.1 0.4
H -1.4793 1.5811 -1.3160 0.1 -0.2 0.4
H -0.5610 5.4560 1.8451 0.1 -0.1 -0.1
H 1.0983 4.8675 1.6047 -0.2 0.0 -0.2
H 0.1994 5.5271 0.2406 0.2 -0.2 0.3
H -0.9790 2.0384 2.1961 0.1 0.1 -0.1
H 0.7359 1.9914 1.6957 0.0 0.0 0.0
H 0.1791 3.2384 2.8395 -0.2 -0.1 -0.1
```
Forces are in eV/Å.

## Properties
DFT total energy = -4525.23458 hartree
Charge = -1
E_HOMO = -1.5 eV

---

The molecule C3H3FO2 at a distorted geometry, computed with ωB97M-V/def2-TZVPD.

The geometry in XYZ format:
```
9
Properties=species:S:1:pos:R:3:forces:R:3
C 1.2575 -0.4291 -0.0363 -1.1 2.7 0.1
C 0.5727 0.7506 0.0666 0.8 -2.6 -0.5
C -1.6470 -0.1237 -0.0098 1.1 -0.9 -0.3
H 0.8766 -1.4069 -0.1325 -0.3 -0.7 -0.2
H 1.1085 1.6617 0.2297 0.0 0.4 -0.1
H -2.6914 0.2425 -0.0424 0.5 -0.2 0.0
O -0.7948 0.9357 -0.0856 -0.4 -0.3 0.6
O -1.2735 -1.2775 0.0346 -1.0 1.5 0.1
F 2.5914 -0.3535 -0.0243 0.4 0.0 0.2
```
Forces are in eV/Å.

## Properties
DFT total energy = -366.41640 hartree
Energy above the lowest of the compared OMol25 structures with the same formula, charge and spin = 19.88 kcal per mole
E_HOMO = -9.6 eV
Structure (SMILES) = O=CO/C=C/F

---

A structure of composition C3H2N2O2 at a distorted geometry, computed with ωB97M-V/def2-TZVPD.

The geometry in XYZ format:
```
9
Properties=species:S:1:pos:R:3:forces:R:3
N -2.3613 -1.2018 -0.0156 0.6 0.0 0.2
C -1.5031 -0.3431 -0.0026 -1.0 0.1 -0.1
O 1.1912 -0.5667 0.7787 0.3 0.4 -0.1
C 1.7670 0.2163 0.0513 -0.2 -0.1 0.3
O 1.2805 1.2958 -0.5432 -0.4 0.4 0.7
C -0.9192 0.8051 0.1009 -0.2 0.7 0.3
N -0.2544 1.8233 0.1260 1.4 -1.3 -0.8
H -2.0442 -2.1183 -0.3077 -0.1 -0.4 -0.2
H 2.8435 0.0892 -0.1878 -0.2 0.1 -0.2
```
Forces are in eV/Å.

## Properties
DFT total energy = -375.34140 hartree
Energy above the lowest of the compared OMol25 structures with the same formula, charge and spin = 106.76 kcal per mole
E_HOMO = -9.4 eV

---

The molecule C2H5NO2 at a distorted geometry, computed with ωB97M-V/def2-TZVPD.

The geometry in XYZ format:
```
10
Properties=species:S:1:pos:R:3:forces:R:3
C 1.3091 0.5217 0.1647 -4.8 0.5 -1.7
C -0.6313 -1.1013 0.1195 1.8 0.2 0.1
N -0.0854 0.2583 -0.1577 1.7 0.1 0.0
O 2.1508 -0.2883 0.2095 1.8 -1.9 0.6
O -0.9194 1.3996 -0.0062 -0.3 0.2 -0.2
H 1.3649 1.5711 0.1381 0.8 1.9 0.4
H -0.1665 -1.4775 1.1645 -1.7 0.7 -2.3
H -1.7197 -1.0233 -0.0621 0.6 -0.4 0.8
H -0.1745 -1.7385 -0.7029 -0.7 0.5 1.2
H -1.1280 1.8781 -0.8676 0.9 -1.6 1.1
```
Forces are in eV/Å.

## Properties
DFT total energy = -284.35214 hartree
Energy above the lowest of the compared OMol25 structures with the same formula, charge and spin = 72.31 kcal per mole
E_HOMO = -9.4 eV
Structure (SMILES) = CN(O)C=O

---

A structure of composition C35H36As2BrHgN5O8S at a distorted geometry, computed with ωB97M-V/def2-TZVPD.

The geometry in XYZ format:
```
89
Properties=species:S:1:pos:R:3:forces:R:3
Hg -0.9097 -0.9527 2.2511 0.4 0.1 0.3
Br -3.1570 -7.5250 1.4652 0.0 -0.6 0.1
C -3.7428 -5.8670 2.0650 -0.7 2.1 0.1
C -4.8973 -5.2823 1.4756 2.0 -0.6 0.8
C -5.1766 -3.9452 1.6480 0.3 0.8 0.4
C -4.3213 -3.1164 2.3897 0.7 -2.2 1.1
C -3.2418 -3.7567 3.0879 -0.8 1.4 -0.3
C -2.9641 -5.0880 2.9556 -1.0 -1.0 -1.1
N -4.4791 -1.7569 2.6029 -0.9 1.7 -2.6
C -5.0078 -1.0863 1.5974 2.0 -1.8 1.4
C -4.9014 0.3636 1.5809 -1.2 1.1 -0.8
C -5.5001 1.0528 0.4720 0.1 -1.2 -0.6
C -5.7436 2.3961 0.5978 1.9 0.5 1.4
C -5.1768 3.0209 1.7446 -0.3 1.4 -0.4
C -4.4109 2.3209 2.6615 -0.6 -0.8 -0.1
N -4.3382 0.9793 2.6173 0.1 0.3 -0.2
H -5.4713 -5.9071 0.8462 -0.7 -0.4 -0.6
H -6.0461 -3.4893 1.2055 -0.3 -0.2 -0.1
H -2.6048 -3.1486 3.7347 -0.4 -0.1 0.0
H -2.2127 -5.5475 3.5560 0.7 -0.2 0.1
H -5.3676 -1.5956 0.6718 0.2 0.5 0.7
H -5.6837 0.5104 -0.5076 -0.1 0.6 1.5
H -6.1076 3.0289 -0.1842 -0.5 0.0 -0.3
H -5.2742 4.1271 1.8810 0.0 -1.1 -0.2
H -3.9131 2.7890 3.5158 -0.2 0.0 -0.4
C 0.7495 1.1032 6.5477 -0.6 1.5 1.9
N 1.5904 1.4897 5.4905 2.1 -0.8 -3.0
C 2.2318 2.7266 5.2769 -0.9 -1.3 0.9
C 2.9169 2.6196 4.1158 -0.4 0.5 -1.3
N 2.6912 1.3557 3.5213 -1.3 0.7 4.2
C 1.8981 0.5910 4.4780 1.3 3.3 -1.3
S 1.4977 -1.0055 4.3335 -0.7 -0.8 -0.6
C 3.3806 0.9032 2.3926 0.9 -0.5 -3.6
C 4.7510 0.6403 2.3673 -1.3 -0.2 0.3
C 5.3191 0.0959 1.2088 -0.4 0.2 -0.3
C 4.5856 -0.0489 0.0291 -1.8 1.2 1.4
C 3.2478 0.4560 0.0619 0.8 0.2 2.3
N 2.6968 0.9039 1.2169 0.1 -0.7 0.5
H -0.1299 1.7355 6.5551 -0.4 -0.1 -0.2
H 1.2140 1.2987 7.5151 0.3 -0.2 0.0
H 0.4863 0.0850 6.4686 -0.3 -1.0 -0.1
H 2.0726 3.4844 6.0636 0.4 -0.3 -1.0
H 3.3585 3.4574 3.5424 0.0 -1.0 0.5
H 5.2915 0.8649 3.2653 0.6 -0.3 0.2
H 6.3544 -0.1710 1.2681 0.4 -0.1 -0.2
H 4.9433 -0.3456 -0.9269 0.7 -0.5 -0.3
H 1.4826 1.3298 -0.7072 1.4 -1.3 -0.6
C -1.2850 3.0733 -1.4507 0.4 0.9 0.0
O -2.2912 2.1023 -1.4852 0.4 -1.6 -0.7
C -2.0799 0.9185 -2.1600 -2.1 0.9 -0.4
O -3.0792 0.2579 -2.3424 1.1 -0.3 0.1
C -0.7073 0.4090 -2.5533 -1.1 1.3 -0.7
C -0.0186 0.7180 -3.6601 0.6 -0.6 0.9
As 1.8993 0.1127 -3.9183 -0.9 -0.2 0.2
C 1.7019 -1.4544 -5.1162 -0.7 -0.9 2.1
C 1.8577 -0.5040 -1.9361 -1.2 0.5 -0.4
C 2.3999 0.7417 -1.1342 -1.4 1.2 0.8
As -0.1504 -0.7605 -1.1830 3.2 -0.3 0.4
C -0.3757 -2.5491 -1.8956 -1.9 0.6 0.8
C 3.0220 1.9253 -1.9044 -1.7 2.2 -3.4
O 2.3454 2.6603 -2.6775 1.6 -2.1 2.6
O 4.3080 2.1264 -1.7136 0.7 -1.0 0.3
C 5.0597 3.0565 -2.5387 -0.3 -0.5 0.5
C 2.4719 -1.8615 -1.7502 1.2 -0.5 -0.5
O 3.0699 -2.4972 -2.6204 -1.0 1.1 1.9
O 2.2482 -2.3145 -0.4811 0.9 -0.8 -0.1
C 3.1729 -3.3920 -0.0512 0.3 0.2 -0.6
C -0.5433 1.6000 -4.7028 -3.0 2.3 -1.8
O -1.5648 2.3326 -4.7213 2.8 -2.2 1.1
O 0.2298 1.4823 -5.7936 0.3 -0.1 0.3
C 0.0110 2.4136 -6.8613 0.2 1.3 0.7
H -1.7547 4.0175 -1.2551 -0.6 0.4 0.3
H -0.8101 3.2362 -2.4053 0.4 -0.4 -0.3
H -0.5899 2.9169 -0.6372 0.5 -0.3 0.1
H 1.4420 -1.1797 -6.1101 -0.1 0.6 -0.7
H 0.8602 -2.0748 -4.7004 1.1 0.2 -0.6
H 2.6830 -1.9548 -5.0906 -0.6 0.0 0.0
H -0.3952 -3.2230 -1.0365 0.4 -0.1 -0.3
H 0.3520 -2.7596 -2.6548 0.0 -0.4 -0.4
H -1.4250 -2.4722 -2.2191 0.4 -0.5 -0.6
H 5.8276 3.4483 -1.8795 -0.2 0.4 0.0
H 4.3247 3.7414 -2.9116 0.2 0.8 -0.3
H 5.5815 2.5280 -3.3335 -0.4 -0.2 -0.1
H 3.1438 -3.5093 1.0527 -0.4 0.3 -0.8
H 4.1697 -3.0225 -0.3513 -0.3 -0.5 0.3
H 2.9707 -4.3528 -0.5796 0.0 0.8 0.4
H -0.6709 3.2083 -6.4712 0.4 -0.7 -0.7
H -0.3877 1.8805 -7.7155 -0.1 0.1 -0.1
H 0.9960 2.8799 -7.0667 -0.6 -0.5 -0.1
```
Forces are in eV/Å.

## Properties
DFT total energy = -9827.81119 hartree
Charge = +1
Spin multiplicity = 2
E_HOMO (alpha / beta) = -10.0 / -10.0 eV

---

The molecule C9H9P at a distorted geometry, computed with ωB97M-V/def2-TZVPD.

The geometry in XYZ format:
```
19
Properties=species:S:1:pos:R:3:forces:R:3
C -2.6170 -0.1304 0.1338 -2.1 0.7 -0.3
C -2.0190 -1.3768 0.1000 -1.5 -1.2 0.7
C -1.9071 1.0603 -0.0363 -1.7 -2.8 1.1
C -0.6567 -1.5040 0.0319 2.1 1.9 -0.8
C -0.5842 0.9135 -0.0156 4.1 0.8 -1.0
C 0.1228 -0.2977 -0.0932 -0.7 -2.4 0.1
C 0.3827 2.0318 -0.0348 -1.0 0.5 1.7
C 1.6365 1.6493 -0.0673 -0.5 -4.6 -1.6
C 1.6246 -0.1289 -0.4224 -2.3 4.9 0.4
P 3.1369 -0.9097 0.2060 0.1 -0.9 -0.7
H -3.7229 -0.0337 0.3087 1.1 -0.4 -0.4
H -2.6702 -2.2922 0.1937 0.8 1.1 -0.1
H -2.4079 1.9684 -0.0043 -0.6 1.6 0.0
H -0.1746 -2.4656 0.0022 0.1 -0.2 0.0
H 0.0032 2.9892 0.3361 0.4 0.1 -0.8
H 2.5563 2.0879 -0.2475 1.5 1.3 0.2
H 1.6652 -0.0056 -1.5497 0.4 -0.6 1.1
H 2.7577 -2.1635 -0.3465 0.5 -0.1 0.0
H 2.8737 -1.3922 1.5052 -0.5 0.4 0.2
```
Forces are in eV/Å.

## Properties
DFT total energy = -689.60679 hartree
Energy above the lowest of the compared OMol25 structures with the same formula, charge and spin = 2.37 kcal per mole
E_HOMO = -8.6 eV
Structure (SMILES) = P[C@@H]1C=Cc2ccccc21